{"formula": "C4H10", "method": "the ωB97M-V functional and the def2-TZVPD basis", "elements": ["C", "C", "C", "C", "H", "H", "H", "H", "H", "H", "H", "H", "H", "H"], "positions_angstrom": [[-1.3911, 0.1661, 1.3430], [0.0542, 0.1156, 0.7811], [0.0058, -0.2649, -0.6870], [1.3466, -0.0748, -1.4222], [-1.8763, 1.0816, 0.9755], [-1.5168, 0.2484, 2.4181], [-1.9284, -0.7131, 0.9930], [0.5221, -0.5799, 1.4859], [0.5382, 1.0830, 0.8081], [-0.6801, 0.4513, -1.1674], [-0.4748, -1.1816, -1.0367], [1.6470, 0.9789, -1.3437], [1.1041, -0.1317, -2.4866], [2.1843, -0.6707, -1.0863]], "atomic_forces_ev_per_a": [[-0.02, 1.13, -0.63], [-1.53, -0.98, 0.87], [0.41, 0.65, -1.02], [-0.96, 1.20, -0.32], [-0.21, -0.38, -0.24], [0.49, -0.26, 0.25], [-0.19, 0.03, 0.04], [0.79, -0.04, -0.67], [0.17, 0.21, 0.41], [0.15, 0.22, 0.22], [0.26, -0.55, 0.94], [0.09, -0.12, 0.37], [0.58, -0.67, -0.06], [-0.03, -0.44, -0.15]], "nbo_charge": [-0.602, -0.402, -0.399, -0.606, 0.197, 0.207, 0.202, 0.200, 0.199, 0.191, 0.203, 0.196, 0.208, 0.207], "gap_ha": 0.4532, "homo_ev": -11.04, "charge": 0, "total_energy_ha": -158.382721, "lumo_ev": 1.3, "smiles": "CCCC"}